[1]
9 unconnected molecules or ions with the total composition C36H70O18S8 in a non-equilibrium geometry. Source: the OMol25 dataset; level of theory: ωB97M-V/def2-TZVPD.

```
! wB97M-V def2-TZVPD RIJCOSX def2/J DEFGRID3
* xyz 0 1
S -5.05 11.92 -25.35
S -4.65 5.67 -20.63
S -1.51 -0.64 -25.50
S -8.47 7.02 -25.12
S -6.45 1.46 -24.53
S 2.60 2.49 -23.04
S -6.34 4.18 -29.97
S -1.62 5.37 -29.32
O -5.61 1.95 -25.60
O -3.33 6.07 -23.76
O -7.74 4.41 -30.30
O -7.86 7.93 -26.07
O -0.34 -0.66 -24.64
O -4.50 13.00 -24.56
O -2.16 4.02 -29.25
O -5.42 5.29 -29.80
O -6.97 0.11 -24.54
O -2.60 -1.55 -25.30
O -1.39 6.02 -30.59
O 3.84 1.99 -23.57
O -5.79 12.24 -26.56
O -5.51 6.80 -20.94
O -1.77 4.52 -23.54
O -4.72 4.46 -21.42
O 2.14 2.26 -21.69
O -7.73 5.94 -24.52
C -2.90 6.06 -20.57
C -5.65 2.87 -31.04
C -1.53 0.40 -27.99
C -3.77 10.65 -25.71
C -5.05 1.75 -30.19
C -7.80 2.57 -24.18
C -10.66 8.18 -24.09
C -4.28 9.31 -25.15
C -6.23 3.14 -28.46
C -0.64 6.03 -26.92
C -10.10 6.45 -25.73
C -11.10 6.81 -24.64
C -4.67 6.03 -24.24
C -6.72 2.17 -22.01
C -2.16 1.10 -25.74
C 1.39 4.69 -24.17
C -0.12 5.44 -28.23
C -0.91 -0.75 -27.23
C -7.62 3.14 -22.78
C -5.06 2.20 -28.71
C 1.02 3.46 -25.02
C -2.52 6.05 -19.10
C -6.03 10.80 -24.29
C 2.57 4.30 -23.26
C -5.58 1.74 -22.92
C -4.85 5.26 -18.87
C -1.54 1.58 -27.05
C 1.19 2.25 -24.15
C -1.71 7.06 -27.23
C -4.74 5.11 -25.44
C -2.65 6.45 -28.26
C -2.73 4.91 -24.14
C -5.08 9.67 -23.90
C -3.43 5.05 -18.34
C -9.16 8.07 -23.82
C -3.48 4.24 -25.29
H -6.36 11.43 -23.47
H 0.20 4.40 -28.25
H -10.85 8.93 -24.86
H -4.92 2.61 -23.00
H -10.09 5.40 -26.02
H -5.15 6.99 -24.40
H -4.45 10.07 -23.11
H -5.65 4.55 -18.70
H -5.68 0.86 -30.26
H -3.22 0.91 -25.92
H -2.57 0.15 -28.26
H -4.96 8.86 -25.87
H -8.67 1.92 -24.27
H -5.03 3.35 -31.79
H -6.55 2.55 -31.56
H -1.29 8.02 -27.51
H -6.01 3.81 -27.64
H -12.11 6.83 -25.05
H -2.83 11.07 -25.36
H -6.84 10.41 -24.91
H -7.25 4.16 -22.78
H -3.13 7.17 -28.93
H -8.61 3.15 -22.31
H -3.70 10.56 -26.79
H -11.18 8.60 -23.23
H 1.21 1.30 -24.69
H -7.18 2.61 -28.43
H -2.85 7.04 -21.04
H -2.69 7.03 -18.63
H 2.51 4.80 -22.29
H 0.04 3.54 -25.50
H -4.14 2.76 -28.53
H -3.10 4.05 -18.61
H 0.34 2.28 -23.48
H -8.58 8.97 -23.65
H 0.53 6.04 -28.87
H -2.38 5.38 -21.25
H -4.72 5.62 -26.41
H -5.58 8.81 -23.46
H -9.00 7.45 -22.92
H -2.07 1.59 -24.78
H -5.21 6.19 -18.41
H -10.26 7.05 -26.63
H -11.05 6.05 -23.86
H -2.84 4.25 -26.17
H 3.50 4.58 -23.74
H -5.00 0.89 -22.57
H -4.09 1.40 -30.58
H -6.27 2.71 -21.17
H -5.27 5.61 -23.43
H -0.52 1.98 -26.98
H -3.46 8.62 -24.97
H 1.63 3.40 -25.94
H -2.27 7.20 -26.30
H 0.14 6.48 -26.30
H -5.61 4.47 -25.48
H 0.54 5.04 -23.59
H 0.17 -0.59 -27.25
H -1.02 5.23 -26.28
H 1.64 5.53 -24.83
H -7.78 3.34 -24.95
H -5.07 1.30 -28.11
H -1.06 0.56 -28.96
H -1.46 5.80 -19.01
H -3.77 3.22 -25.04
H -3.33 5.14 -17.26
H -7.25 1.28 -21.68
H -2.14 2.38 -27.46
H -1.17 -1.77 -27.49
H -3.54 5.90 -27.97
*
```

Results
LUMO energy   -0.0025 Ha
Total energy   -162001.36351 eV
Gap between HOMO and LUMO   10.06 eV
SMILES   O=S1(=O)CCCC1.O=S1(=O)CCCC1.O=S1(=O)CCCC1.O=S1(=O)CCCC1.O=S1(=O)CCCC1.O=S1(=O)CCCC1.O=S1(=O)CCCC1.O=S1(=O)CCCC1.O=C1CCCO1
Highest occupied orbital energy   -10.1 eV

[2]
A molecular structure, C36H71BBrClF7ILi2MgN4O10S3 in a non-equilibrium geometry. Source: the OMol25 dataset; level of theory: ωB97M-V/def2-TZVPD.

```
! wB97M-V def2-TZVPD RIJCOSX def2/J DEFGRID3
* xyz 2 1
I 4.05 -2.12 1.77
Br 1.35 0.37 -4.11
Cl -2.94 -0.61 0.54
S -2.41 -1.80 2.12
S 2.79 6.22 3.17
S 4.46 2.37 0.19
Mg -2.94 7.64 -1.66
F 1.11 6.69 -1.64
F 0.18 6.65 0.44
F 7.46 2.09 0.88
F -0.96 7.67 -1.30
F 0.89 0.71 3.13
F -0.73 5.39 -1.25
F 5.08 3.70 0.77
O 3.19 2.75 -0.38
O -3.57 -2.45 2.74
O -4.78 4.29 -0.94
O 5.36 1.97 -0.85
O -1.76 -0.98 3.10
O -4.23 -5.02 -3.63
O -0.61 -5.50 -0.12
O 5.69 -4.40 3.05
O -7.66 0.57 -3.37
O 4.13 4.05 -4.39
N 3.51 -0.08 1.00
N 0.09 -4.10 -2.52
N -6.28 -7.03 -3.74
N -3.28 3.02 2.35
C -5.65 1.12 -2.28
C 4.67 4.69 -5.55
C 0.31 -6.08 -1.04
C -1.90 -6.09 -0.13
C 0.97 -0.46 0.33
C 5.74 0.63 1.90
C 3.39 0.81 4.09
C -7.52 2.80 -2.64
C 2.34 3.55 4.10
C -6.80 3.74 -2.03
C -6.57 -5.72 -3.15
C 3.29 1.54 2.71
C -4.33 -4.02 -4.63
C 0.97 2.34 1.48
C 0.19 -2.68 1.51
C -1.30 -3.08 1.44
C 1.82 1.27 2.21
C 0.17 -5.56 -2.48
C 4.30 1.08 1.55
C 6.95 2.71 3.09
C -0.52 2.41 1.94
C 2.05 -0.03 1.34
C 1.66 4.90 3.74
C -4.93 2.06 -1.67
C 3.64 -0.41 -0.46
C 4.61 1.11 4.99
C -1.03 -6.14 -3.23
C -1.12 3.54 1.04
C 3.39 3.06 3.06
C -2.64 3.84 1.31
C 0.75 -2.00 0.23
C -5.28 -5.01 -2.69
C -7.01 1.42 -2.81
C -7.39 -4.91 -4.14
C 6.94 1.57 2.07
C -5.45 3.44 -1.50
B -0.04 6.56 -0.92
Li 3.18 1.74 -2.41
Li -5.58 -2.56 3.85
H -2.34 -5.94 0.86
H -3.32 -3.80 -4.98
H 1.32 3.37 1.58
H 2.53 1.03 4.73
H 0.35 -2.10 2.43
H -0.62 2.75 2.97
H 4.37 3.35 3.42
H -5.83 -7.62 -3.05
H -7.16 4.75 -1.89
H 5.50 5.34 -5.27
H 4.32 0.82 6.01
H -4.77 -3.09 -4.25
H 3.36 -0.29 4.00
H 6.35 3.59 2.84
H -4.90 -4.38 -5.49
H -0.93 -5.96 -4.30
H 0.82 4.78 3.04
H 3.29 -1.42 -0.69
H 4.89 2.16 5.07
H 4.72 -0.45 -0.68
H 0.89 2.17 0.39
H -1.44 -3.93 2.12
H -4.90 -5.56 -1.82
H 0.94 -3.71 -2.11
H -7.48 -3.87 -3.82
H -1.62 -3.36 0.43
H 6.01 -3.68 3.59
H 7.75 0.91 2.41
H 3.09 0.28 -1.10
H 4.00 5.74 3.54
H -8.40 -5.31 -4.22
H 0.01 -2.15 -0.57
H -2.54 -5.59 -0.86
H 0.26 -7.17 -1.00
H 1.54 2.83 4.32
H 1.07 -5.86 -3.03
H 5.74 -0.02 2.78
H 6.04 -0.05 1.08
H 5.51 0.53 4.78
H 1.64 -2.55 -0.07
H -1.97 -5.69 -2.92
H 1.94 -0.78 2.13
H -6.97 -4.92 -5.15
H 1.31 -5.80 -0.68
H -5.29 0.11 -2.42
H -3.94 1.87 -1.27
H 5.03 3.92 -6.23
H 6.83 2.38 4.13
H 0.02 -0.07 0.74
H 3.81 4.74 -3.81
H -1.07 3.19 0.00
H 1.03 0.01 -0.66
H 0.74 -3.62 1.65
H -8.51 3.00 -3.04
H -1.08 1.51 1.70
H 3.21 3.67 2.16
H 2.86 3.73 5.05
H 3.90 5.27 -6.06
H -1.10 -7.22 -3.08
H -0.64 -3.83 -1.86
H -1.86 -7.16 -0.33
H 7.99 3.08 3.07
H 1.20 5.26 4.67
H -0.52 4.45 1.18
H -7.19 -5.88 -2.27
H -5.49 -3.99 -2.35
H -3.36 2.05 2.09
H -3.25 3.73 0.40
H -2.87 3.15 3.26
H -5.57 -6.90 -4.45
H -2.75 4.89 1.63
*
```

Results
LUMO energy   -0.3649 Ha
Total energy   -213626.60535 eV
Gap between HOMO and LUMO   1.29 eV
Highest occupied orbital energy   -11.2 eV

[3]
11 unconnected molecules or ions with the total composition C36H72BN2O23S3 in a non-equilibrium geometry. Source: the OMol25 dataset; level of theory: ωB97M-V/def2-TZVPD.

```
! wB97M-V def2-TZVPD RIJCOSX def2/J DEFGRID3
* xyz -1 1
S 2.69 -0.63 5.65
S 0.13 4.51 -1.68
S -1.85 -4.84 -2.41
O 6.47 3.00 -6.01
O -5.68 -2.00 -0.18
O -3.36 3.64 -4.96
O 3.07 2.32 2.91
O -0.82 -0.30 -1.65
O -0.76 5.63 -2.17
O 1.18 -1.51 -2.50
O 1.46 0.62 -1.60
O 4.37 3.94 1.97
O 3.40 1.16 -2.59
O 6.29 -2.82 0.08
O -5.61 0.38 0.03
O -2.05 1.87 -4.71
O -2.01 3.02 4.29
O -2.70 -0.44 -0.26
O 4.11 -1.10 5.29
O -0.49 -5.81 2.47
O 0.82 -1.18 -0.17
O -3.58 3.56 2.63
O 2.78 -1.50 -4.05
O -0.48 -4.19 -2.12
O -0.57 -1.55 1.61
O 1.01 -5.05 4.03
N 4.76 -2.15 1.62
N 4.78 1.62 -6.62
C -6.15 -0.68 -2.12
C 1.70 -1.82 4.74
C -1.26 3.72 -5.85
C 5.26 -2.26 0.38
C 0.89 3.69 -3.09
C 4.62 1.98 -8.05
C -5.38 0.57 1.37
C -0.36 -1.12 0.44
C -4.14 4.66 3.40
C 3.33 2.34 0.49
C -1.15 3.33 -1.34
C -2.62 2.83 3.18
C 5.59 2.19 -5.72
C -2.96 1.02 -4.07
C 2.18 -0.95 -3.13
C 2.51 3.68 5.06
C -1.50 -0.58 -0.53
C -6.61 0.20 2.33
C -0.11 -5.53 3.73
C 0.62 -4.51 0.78
C -2.85 -0.46 -4.69
C -2.02 -6.21 -1.25
C -5.80 -0.87 -0.65
C 3.50 -1.46 1.85
C -3.93 5.92 2.65
C -1.17 -5.73 4.75
C 3.61 2.98 1.84
C 0.50 -5.85 1.47
C -2.26 3.09 -4.98
C 3.34 2.56 4.33
C -3.07 -3.70 -1.51
C -2.25 1.75 2.12
C 5.50 -2.59 2.85
C 3.92 0.47 -6.20
C 2.49 -1.18 7.33
C 2.45 0.36 -2.37
B 0.64 -0.62 -1.47
H -1.50 2.62 -2.09
H 4.07 2.82 -0.16
H -0.78 2.67 -0.55
H 4.35 -0.37 -6.75
H 4.77 1.09 -8.66
H 3.13 -0.73 8.10
H 1.27 -1.40 3.83
H -1.99 -5.85 -0.22
H 3.62 2.37 -8.25
H 4.06 0.29 -5.14
H 0.04 -6.49 0.72
H -2.71 -3.34 -0.54
H -3.37 -0.40 -5.64
H 1.71 3.06 -2.75
H 5.27 2.77 -8.43
H 1.50 4.42 -3.63
H 3.87 -0.47 2.13
H -1.28 -6.96 -1.52
H 2.32 4.61 4.52
H -7.06 -0.78 2.16
H -0.88 -6.31 5.63
H -2.04 3.86 -1.00
H 0.84 -1.96 5.39
H -3.04 -6.59 -1.28
H -2.12 -6.20 4.50
H -1.75 4.26 -6.67
H 0.34 3.01 -3.74
H -1.37 1.23 2.50
H -3.09 1.07 2.28
H -4.37 6.79 3.14
H 2.84 0.56 -6.30
H 1.55 3.25 5.34
H 2.88 -1.39 0.96
H -2.65 0.84 -3.04
H 4.38 2.84 4.46
H -5.19 4.39 3.43
H 5.14 -3.42 3.46
H -0.36 -4.16 0.47
H -5.84 0.29 -2.52
H -2.93 -1.32 -4.01
H -5.41 -1.35 -2.56
H 1.41 -4.37 0.04
H 2.96 -2.10 2.55
H 1.38 -6.40 1.82
H -1.81 -0.55 -5.00
H 1.49 -0.91 7.68
H -4.87 1.50 1.65
H -3.78 4.76 4.43
H -0.78 4.42 -5.17
H 1.00 -3.87 1.59
H -2.88 6.21 2.53
H -4.04 -4.14 -1.29
H 6.54 -2.80 2.59
H -2.26 2.04 1.07
H -0.48 3.02 -6.15
H 2.11 -2.82 4.61
H -3.53 -2.84 -2.00
H -7.44 0.85 2.08
H -4.63 -0.21 1.49
H 4.62 -1.69 -0.31
H 3.06 3.99 5.95
H -1.39 -4.73 5.11
H 3.24 1.54 4.69
H 2.29 2.20 0.20
H -7.14 -1.01 -2.41
H -4.01 1.30 -4.07
H 5.29 1.89 -4.70
H 2.46 -2.27 7.31
H -6.28 0.27 3.36
H -4.44 6.06 1.70
H 5.44 -1.73 3.52
H 3.80 1.37 0.62
*
```

Results
LUMO energy   0.0657 Ha
Total energy   -121756.05697 eV
Gap between HOMO and LUMO   8.54 eV
Highest occupied orbital energy   -6.8 eV